Molecular formula: C45H117N3O15
Method: DFT, ωB97M-V/def2-TZVPD

Kohn-Sham gap = 0.3433 Ha
SMILES = COCCNCCOC.COCCNCCOC.COCCNCCOC.CC(C)O.CC(C)O.CC(C)O.CC(C)O.CC(C)O.CC(C)O.CC(C)O.CC(C)O.CC(C)O
lowest unoccupied orbital energy = 0.59 eV

Last column: Löwdin charge in e.
Positions of all 180 atoms, in Å:
O 15.0106 9.9579 14.9769  -0.050
O 12.3480 12.4283 12.9784  -0.254
O 17.8824 14.9916 12.0102  -0.196
O 14.4001 20.0308 14.5750  -0.054
O 9.9674 12.1002 14.4137  -0.100
O 11.3903 10.0878 15.5525  -0.089
O 22.1175 17.0584 9.7859  -0.205
O 17.6616 13.4103 22.4163  -0.196
O 11.5495 19.6045 15.6542  -0.073
O 15.8009 14.0101 16.9278  -0.113
O 20.2308 15.2186 18.4058  -0.053
O 11.0520 11.4054 18.0230  -0.048
O 14.6197 14.2150 19.4581  -0.114
O 9.1950 9.9098 10.8518  -0.193
O 14.4319 10.4892 21.9444  -0.217
N 16.1399 12.0112 20.6019  -0.077
N 10.2272 12.8614 11.1013  -0.041
N 21.4135 14.6591 11.8453  -0.089
C 19.1098 14.4096 12.2795  -0.248
C 11.6498 12.8397 10.6207  -0.181
C 15.6871 19.7015 13.9965  -0.504
C 12.5970 13.2400 11.7580  -0.139
C 16.9134 11.0842 15.9683  -0.067
C 9.5648 12.0680 19.5987  -0.057
C 9.0328 13.9053 15.8590  -0.045
C 22.0973 17.4496 8.4311  -0.097
C 15.5228 18.6891 12.8932  -0.064
C 9.7560 8.4421 14.8050  -0.026
C 12.8697 14.8145 21.1182  -0.049
C 13.4497 13.5297 16.6874  -0.021
C 9.5286 10.7419 9.8066  -0.278
C 8.8124 12.7505 14.8937  -0.485
C 11.4761 18.1554 15.6421  -0.482
C 12.6163 11.0501 12.6800  -0.078
C 16.6758 19.2616 15.0298  -0.060
C 13.2470 10.5997 22.7222  -0.096
C 16.8205 14.4890 12.7592  -0.096
C 14.7325 14.1869 16.0688  -0.493
C 14.2183 10.5169 20.5320  -0.198
C 12.2464 7.8836 14.9943  -0.042
C 20.1138 15.2201 11.5019  -0.213
C 20.6443 16.2795 16.2186  -0.070
C 14.2283 15.1522 20.5400  -0.430
C 17.1298 9.9141 13.8019  -0.065
C 10.3311 17.8227 16.6140  -0.061
C 18.0691 13.4688 21.0786  -0.245
C 7.9176 13.0861 13.7081  -0.048
C 14.6060 15.6565 15.5574  -0.039
C 11.0887 8.6868 15.5555  -0.426
C 9.7402 9.5737 18.9694  -0.024
C 15.6648 10.7320 20.0117  -0.151
C 14.2434 16.5341 19.8445  -0.052
C 19.3958 14.1058 16.3913  -0.050
C 17.4942 12.2519 20.3758  -0.249
C 18.2284 14.3202 23.3874  -0.064
C 22.6460 15.7770 9.9688  -0.247
C 19.6819 15.4833 17.0793  -0.462
C 22.5298 15.4757 11.4617  -0.219
C 9.2766 12.2262 10.1603  -0.189
C 9.1417 8.5820 10.4584  -0.118
C 16.2247 10.7247 14.6569  -0.472
C 11.2002 17.6266 14.2471  -0.060
C 9.8237 11.0589 18.5551  -0.536
H 15.2696 16.8099 19.5745  0.073
H 19.0599 13.3422 12.0635  0.126
H 14.2504 10.3826 15.3095  0.034
H 10.1486 12.2527 11.9198  0.068
H 8.8833 10.5480 8.8724  0.144
H 14.8282 19.1261 12.1171  0.105
H 18.7242 13.4850 16.9876  0.052
H 15.1726 17.7313 13.2222  0.051
H 18.0918 11.3325 20.7045  0.144
H 11.6976 10.7085 12.1614  0.087
H 16.0577 20.5578 13.3668  0.141
H 9.6486 13.0507 19.1723  0.068
H 18.2132 13.7549 24.3584  0.105
H 15.6438 14.6194 17.7943  0.148
H 16.0133 11.8251 21.5848  0.105
H 13.1608 7.9612 15.4775  0.054
H 8.3204 13.8482 13.0432  0.076
H 8.3778 11.9405 15.5281  0.137
H 12.7670 13.7361 21.3117  0.061
H 7.7510 12.1783 13.1423  0.069
H 16.0608 11.6901 14.1644  0.112
H 17.6075 15.1883 23.4831  0.072
H 11.9431 6.8360 14.9949  0.090
H 23.3933 15.0149 11.9410  0.109
H 16.0931 18.5125 15.5460  0.064
H 11.6675 13.6319 9.8821  0.120
H 10.2499 17.9687 13.8378  0.078
H 17.6842 12.5136 19.2960  0.133
H 23.6675 15.6095 9.6803  0.115
H 20.0860 16.2847 11.8080  0.134
H 16.4569 18.4643 12.4077  0.076
H 23.0948 17.5278 8.0643  0.071
H 9.9273 8.2616 9.7623  0.096
H 16.2278 11.6211 16.6700  0.060
H 17.5805 18.8403 14.5922  0.079
H 20.3876 13.6303 16.3145  0.092
H 14.9480 13.4671 19.9519  0.027
H 12.3105 14.1659 12.1614  0.101
H 10.6046 18.1530 17.6864  0.103
H 17.6478 14.4072 20.6194  0.126
H 22.0205 15.0525 9.4735  0.109
H 17.3558 8.9139 14.2868  0.111
H 12.0094 19.8665 14.8406  0.063
H 19.1747 13.4444 20.8143  0.138
H 14.2978 16.4186 16.2771  0.064
H 15.5731 10.7996 18.8782  0.130
H 15.0114 13.5860 15.1701  0.119
H 16.9836 20.0471 15.8267  0.114
H 20.9035 17.2087 16.7456  0.076
H 12.4945 7.9907 14.0213  0.040
H 10.9676 8.3370 16.5996  0.111
H 21.4736 13.6855 11.4907  0.131
H 22.4716 16.4860 12.0016  0.145
H 8.9284 8.7345 15.4322  0.070
H 9.5214 7.4102 14.5308  0.080
H 15.6219 15.8988 15.3020  0.044
H 18.7016 15.9676 17.1115  0.128
H 13.8808 17.3683 20.4798  0.085
H 9.4084 18.3637 16.3168  0.087
H 16.6656 9.5396 12.9097  0.070
H 17.9599 10.5530 13.6993  0.063
H 8.6421 11.9288 20.1590  0.086
H 9.0421 8.0551 11.3738  0.070
H 6.9964 13.4809 14.2046  0.095
H 11.3600 10.8861 17.2726  0.050
H 11.8543 11.8553 10.2451  0.081
H 8.2600 12.2510 10.6069  0.117
H 13.7614 12.5424 17.0803  0.077
H 10.1308 16.7328 16.6670  0.060
H 21.6718 18.4884 8.3876  0.107
H 13.6134 16.4848 18.9563  0.066
H 16.8539 13.4142 12.6308  0.079
H 12.0856 15.2024 20.4448  0.087
H 19.2006 14.6033 23.1853  0.053
H 8.1079 13.9213 16.4641  0.092
H 17.0564 14.7193 13.7993  0.075
H 15.0107 15.0643 21.2970  0.126
H 11.0844 16.5537 14.4161  0.065
H 15.9133 15.0173 12.5166  0.086
H 13.2956 14.1275 17.5841  0.055
H 19.3967 14.5524 13.3587  0.118
H 10.2339 9.3127 19.8953  0.067
H 13.4665 10.9503 12.0048  0.092
H 12.7012 11.5817 22.6151  0.089
H 10.5734 10.6106 9.5114  0.105
H 12.8285 10.5649 13.6675  0.078
H 17.3561 10.1788 16.4767  0.097
H 19.8812 15.2734 10.4202  0.123
H 9.2346 14.8753 15.4034  0.064
H 20.1420 16.5851 15.2503  0.088
H 10.7438 12.6677 14.1379  0.107
H 13.6670 13.1027 11.5762  0.120
H 9.2589 12.7373 9.1583  0.125
H 12.3534 17.7184 16.0614  0.096
H 17.8536 11.7042 15.8058  0.082
H 11.9109 17.9531 13.4247  0.096
H 13.6549 9.6535 20.2014  0.118
H 21.5080 16.6669 7.9520  0.089
H 19.9534 15.9665 18.9112  0.062
H 13.5151 10.5471 23.7657  0.079
H 12.6316 13.4433 15.9899  0.061
H 14.5301 20.3792 15.4563  0.082
H 12.8582 15.3150 22.1138  0.092
H 12.5592 9.7996 22.4429  0.082
H 13.6321 11.3898 20.2272  0.108
H 8.7450 9.2338 19.1362  0.067
H 21.5185 15.7203 15.8716  0.080
H 9.7232 9.0177 13.8744  0.075
H 18.9318 14.3488 15.4523  0.040
H 9.0146 11.1556 17.7985  0.128
H 16.2563 9.8632 20.3698  0.125
H 10.3927 12.0084 20.3423  0.088
H 9.7817 13.6870 16.6156  0.065
H 10.6949 10.6051 15.1031  0.049
H 8.1734 8.4414 9.9011  0.104
H 10.2786 8.9961 18.2130  0.052
H 14.0968 15.8537 14.6430  0.053